Entry 1:
The following is a quantum chemistry calculation of a structure of composition C43H47ClFeN4O8P2S2 in a non-equilibrium geometry, from the Open Molecules 2025 dataset.

Its spin multiplicity is 5. The calculation puts the HOMO-LUMO gap (spin up / spin down) at 0.164 / 0.167 Ha. The expectation value of S² is 6.046. The max |F| is 3.147 eV/Å. The value obtained for the LUMO energy (spin up / spin down) is 3.493 / 3.493 eV. As for the charge: -2. The value obtained for the HOMO energy (spin up / spin down) is -1.0 / -1.0 eV.

Each line ends with the Mulliken charge.
CARTESIAN COORDINATES (ANGSTROEM)
Fe 0.4828 1.8534 0.6103  -0.01
C -0.8238 -2.3597 8.2918  -1.52
C -0.2731 -1.7675 7.0222  1.30
C -0.3578 -0.3938 6.7943  -0.99
C 0.1062 0.1680 5.6189  -0.26
C 0.6272 -0.6460 4.6195  -0.47
C 0.7747 -2.0038 4.8599  -0.57
C 0.3332 -2.5579 6.0502  -0.84
S 1.2818 0.0586 3.1039  1.43
O 2.3865 0.8405 3.6104  -0.73
O 1.6444 -1.0817 2.2666  -0.81
N 0.1540 0.8858 2.3359  1.03
C -0.8691 1.6030 3.0760  -0.70
C -1.8614 2.2099 2.0557  -0.30
O -2.9666 2.5946 2.4340  -0.87
O -1.4169 2.2544 0.8518  -0.75
H -0.4588 -1.8174 9.1659  0.36
H -0.5370 -3.4068 8.3901  0.34
H -1.9146 -2.3011 8.2938  0.30
H -0.7740 0.2420 7.5684  0.35
H 0.0825 1.2405 5.4777  0.57
H 1.2581 -2.6121 4.1066  0.43
H 0.4647 -3.6203 6.2277  0.28
H -0.4706 2.4702 3.6174  0.43
H -1.4107 0.9554 3.7733  0.71
C 4.5868 2.2185 0.9737  -2.35
C 3.1025 2.3281 1.1195  0.42
N 2.2998 1.4808 0.5321  1.88
O 2.7792 0.4524 -0.1841  -0.91
C 2.5040 3.3707 1.9229  0.80
C 3.3368 4.3256 2.7276  -2.17
N 1.1967 3.3935 1.9408  1.17
O 0.5125 4.2090 2.6627  -0.97
H 4.8145 1.3288 0.3903  0.38
H 5.0537 2.1409 1.9582  0.37
H 4.9793 3.1030 0.4660  0.33
H 1.4149 -0.3995 -0.1909  -0.07
H 4.0130 4.8921 2.0815  0.33
H 3.9306 3.7815 3.4694  0.32
H 2.6673 5.0143 3.2406  0.44
C -1.9581 -4.4300 -4.8892  -0.47
S -3.5637 -3.6573 -4.5580  -0.17
C -3.1827 -2.7999 -2.9953  -0.82
C -2.0222 -1.8214 -3.1135  -0.21
C -1.9596 -0.8957 -1.8825  -1.81
N -0.6170 -0.3758 -1.5408  1.40
P 0.0672 -0.9586 -0.0760  1.54
C 0.3913 -2.6699 -0.6545  0.36
C -0.5722 -3.6842 -0.6675  -0.53
C -0.3688 -4.8596 -1.3694  -0.82
C 0.7910 -5.0447 -2.1126  -0.50
C 1.7628 -4.0512 -2.1015  -0.68
C 1.5706 -2.8918 -1.3745  -0.45
C -1.3214 -1.3047 1.0728  0.86
C -2.5231 -0.5981 1.0757  -0.18
C -3.4900 -0.8642 2.0296  -0.81
C -3.2798 -1.8327 2.9987  -1.01
C -2.0980 -2.5624 2.9865  -0.98
C -1.1298 -2.3006 2.0351  -0.71
P -0.3539 1.3429 -1.9700  -0.31
C -0.9939 1.1560 -3.7393  1.08
C -1.9918 1.9904 -4.2305  -0.61
C -2.3869 1.9273 -5.5632  -0.57
C -1.7919 1.0269 -6.4297  -0.70
C -0.7923 0.1847 -5.9537  -0.47
C -0.3985 0.2557 -4.6313  -0.71
C 1.3485 1.4621 -2.7008  1.58
C 2.3008 0.4687 -2.8689  0.36
C 3.5131 0.7491 -3.4821  -0.77
C 3.7894 2.0284 -3.9369  -0.75
C 2.8274 3.0218 -3.8110  -0.82
C 1.6144 2.7328 -3.2113  -0.86
H -2.1239 -5.2070 -5.6326  0.40
H -1.5761 -4.8631 -3.9690  -0.02
H -1.2592 -3.6903 -5.2746  0.15
H -2.9866 -3.5614 -2.2401  0.24
H -4.1100 -2.2815 -2.7424  0.42
H -2.1568 -1.2346 -4.0178  0.50
H -1.0784 -2.3656 -3.1849  -0.08
H -2.3332 -1.4708 -1.0349  0.73
H -2.6444 -0.0551 -2.0393  0.55
H -1.4873 -3.5556 -0.1053  0.43
H -1.1250 -5.6369 -1.3524  0.37
H 0.9360 -5.9523 -2.6853  0.41
H 2.6711 -4.1964 -2.6746  0.45
H 2.3542 -2.1447 -1.3167  0.57
H -2.6955 0.1720 0.3383  0.12
H -4.4058 -0.2887 2.0249  0.42
H -4.0260 -2.0154 3.7619  0.38
H -1.9204 -3.3171 3.7423  0.38
H -0.2063 -2.8593 2.0168  0.59
H -2.4604 2.7029 -3.5675  0.28
H -3.1609 2.5932 -5.9273  0.42
H -2.0936 0.9837 -7.4696  0.36
H -0.3182 -0.5248 -6.6232  0.41
H 0.3756 -0.4093 -4.2747  0.20
H 2.0965 -0.5326 -2.5232  0.04
H 4.2556 -0.0344 -3.5873  0.39
H 4.7472 2.2492 -4.3949  0.32
H 3.0283 4.0261 -4.1626  0.41
H 0.8595 3.5053 -3.1317  0.36
Cl -2.1470 4.6006 -1.4773  -0.29
C -0.9812 5.1700 -0.2652  0.08
C 0.4605 4.7835 -0.6766  0.15
O 1.1830 5.7047 -1.0677  -0.82
O 0.8207 3.5606 -0.5784  -0.77
H -1.2464 4.7028 0.6770  -0.17
H -1.0798 6.2502 -0.2316  0.50

=====

Entry 2:
The following is a quantum chemistry calculation of a structure of composition C43H47N6O3SiW in a non-equilibrium geometry, from the Open Molecules 2025 dataset.

Its spin multiplicity is 1. The calculation puts the HOMO-LUMO gap at 0.204 Ha. The energy above the lowest of the compared OMol25 structures with the same formula, charge and spin is 0.000 eV. The max |F| is 1.083 eV/Å. The value obtained for the LUMO energy is -9.661 eV. As for the charge: +3. The value obtained for the HOMO energy is -15.2 eV.

Each line ends with the Mulliken charge.
CARTESIAN COORDINATES (ANGSTROEM)
W -0.8123 0.2804 0.4340  2.36
C -1.7918 -0.7324 3.2621  -1.09
N -1.6276 0.5972 2.5796  -0.54
C -0.7730 1.3940 3.5190  -0.86
C -0.3180 2.7484 3.0249  -1.48
C 0.6125 2.6724 1.8358  -0.65
N -0.0027 2.0981 0.6152  0.99
C 0.2665 2.9666 -0.5403  -1.32
C -0.5148 2.7522 -1.8291  -0.20
C -0.7645 3.8418 -2.6568  -0.28
C -1.3550 3.6727 -3.9008  -1.15
C -1.6973 2.3960 -4.3346  -0.93
C -1.4808 1.3029 -3.5133  -0.64
C -0.9077 1.4951 -2.2680  -0.12
O -0.7478 0.4418 -1.4203  0.46
C -3.0480 1.1283 2.5644  -1.05
C -3.3836 2.5266 2.0456  -1.29
C -2.8722 2.8614 0.6396  -0.50
N -2.6880 1.6080 -0.0821  -0.03
C -3.6563 1.2179 -0.8236  -0.46
C -3.8272 -0.1111 -1.3617  0.53
C -4.8191 -0.3361 -2.3243  -0.60
C -5.1230 -1.6145 -2.7395  -1.04
C -4.4616 -2.6950 -2.1554  -0.59
C -3.4923 -2.4931 -1.1891  -1.23
C -3.1577 -1.2029 -0.8053  0.35
O -2.1945 -1.0203 0.1227  -0.01
H -2.3196 -0.5778 4.2039  0.67
H -0.8216 -1.1632 3.4793  0.30
H -2.3713 -1.4053 2.6347  0.19
H 0.1121 0.7907 3.7320  0.65
H -1.3315 1.4973 4.4534  0.54
H 0.2455 3.2017 3.8440  0.67
H -1.1482 3.4179 2.8200  0.34
H 1.5121 2.1172 2.1115  -0.17
H 0.9264 3.6934 1.6042  0.84
H 0.0920 3.9995 -0.2246  1.25
H -0.5057 4.8416 -2.3237  0.52
H -1.5510 4.5319 -4.5270  0.52
H -2.1492 2.2585 -5.3075  0.53
H -1.7717 0.3015 -3.8064  0.68
H -3.3969 1.0801 3.5983  0.62
H -3.6199 0.3940 1.9981  0.60
H -3.0999 3.3043 2.7513  0.37
H -4.4766 2.5326 2.0297  0.50
H -1.9246 3.3885 0.6917  -0.29
H -3.5865 3.5041 0.1229  0.92
H -4.4652 1.9221 -1.0302  0.54
H -5.3558 0.5124 -2.7328  0.51
H -5.8862 -1.7803 -3.4863  0.48
H -4.7201 -3.7026 -2.4523  0.50
H -2.9787 -3.3210 -0.7195  0.53
C 2.8696 3.7890 -2.9427  -1.08
C 2.2176 3.9960 -1.7715  -0.78
C 1.8158 2.8872 -0.8997  0.21
C 2.1540 1.5235 -1.3470  0.24
C 2.7893 1.3565 -2.5465  -1.20
C 3.1391 2.4671 -3.3361  -0.52
Si 1.7481 0.0589 -0.2030  2.24
C 2.8614 0.2920 1.2739  0.28
C 2.5998 -0.1829 2.5664  0.26
C 3.4843 0.0538 3.6099  -1.48
C 4.6533 0.7695 3.3875  -0.86
C 4.9407 1.2364 2.1139  -0.87
C 4.0535 1.0011 1.0709  -0.69
C 2.0986 -1.5152 -1.1192  0.75
C 1.4386 -1.8145 -2.3188  -0.06
C 1.6998 -3.0017 -2.9849  -1.02
C 2.6087 -3.9127 -2.4565  -0.80
C 3.2644 -3.6337 -1.2657  -0.84
C 3.0139 -2.4358 -0.6031  -0.54
H 3.1773 4.6149 -3.5693  0.52
H 1.9915 5.0044 -1.4400  0.65
H 2.3403 3.0575 0.0603  0.56
H 3.0450 0.3631 -2.8935  0.55
H 3.6472 2.2987 -4.2794  0.52
H 1.6936 -0.7359 2.7666  0.98
H 3.2635 -0.3217 4.6013  0.55
H 5.3406 0.9548 4.2020  0.46
H 5.8586 1.7786 1.9286  0.51
H 4.3152 1.3594 0.0807  0.53
H 0.7137 -1.1227 -2.7300  0.34
H 1.2041 -3.2188 -3.9229  0.53
H 2.8203 -4.8315 -2.9882  0.47
H 3.9918 -4.3320 -0.8714  0.55
H 3.5529 -2.2046 0.3094  0.52
C 1.3516 -5.9947 1.8523  -0.92
N 0.7694 -4.7575 1.3517  0.06
C 0.8508 -3.4981 2.0610  -0.53
C 0.1294 -2.6071 1.0844  -0.65
O -0.0094 -1.3549 1.3236  0.17
N -0.3042 -3.2481 0.0423  0.06
C 0.0973 -4.5492 0.2250  -0.14
N -0.2024 -5.4666 -0.6742  -0.27
H 2.3834 -5.8175 2.1508  0.34
H 1.3548 -6.7540 1.0749  0.36
H 0.7912 -6.3687 2.7082  0.32
H 1.8827 -3.1745 2.2228  0.38
H 0.3390 -3.5392 3.0273  0.43
H -0.6575 -5.1688 -1.5214  0.25
H 0.0478 -6.4356 -0.5746  0.22

=====

Entry 3:
The following is a quantum chemistry calculation of a structure of composition C43H47N6O4PS3SbSn, from the Open Molecules 2025 dataset.

Its spin multiplicity is 2. The calculation puts the HOMO-LUMO gap (spin up / spin down) at 0.218 / 0.156 Ha. The energy above the lowest of the compared OMol25 structures with the same formula, charge and spin is 0.000 eV. The expectation value of S² is 0.756. The max |F| is 0.968 eV/Å. The value obtained for the LUMO energy (spin up / spin down) is -5.515 / -7.192 eV. As for the charge: +2. The value obtained for the HOMO energy (spin up / spin down) is -11.4 / -11.4 eV.

Each line ends with the Mulliken charge.
CARTESIAN COORDINATES (ANGSTROEM)
Sn -0.7445 0.7041 1.4948  0.84
C 2.7835 -1.3008 -12.0286  -0.85
O 1.7881 -2.0319 -11.3260  -0.45
C 1.5308 -1.7159 -10.0544  0.88
C 2.1358 -0.6638 -9.3593  -0.45
C 1.8235 -0.4453 -8.0343  -0.78
C 0.9017 -1.2542 -7.3641  0.34
C 0.2816 -2.2875 -8.0762  -0.45
C 0.5870 -2.5140 -9.3958  -0.79
C 0.6444 -1.0003 -5.9582  0.27
N 1.3130 -0.1300 -5.2228  -0.84
C 0.7745 -0.2027 -3.9798  0.48
C -0.2475 -1.1395 -3.9356  -0.20
N -0.3123 -1.6394 -5.2084  -0.15
C -0.9475 -1.4384 -2.7381  0.82
C -1.9251 -2.4393 -2.5999  -0.88
C -2.5081 -2.6511 -1.3760  -1.05
C -2.1348 -1.8397 -0.3031  0.06
N -1.2171 -0.8991 -0.4099  0.31
C -0.6072 -0.6904 -1.5866  -0.06
C 0.4550 0.2868 -1.6200  -0.63
N 0.7860 0.9246 -0.4738  0.89
C 1.8491 1.7137 -0.4755  -0.44
C 2.6265 1.9676 -1.6038  -1.32
C 2.2691 1.3806 -2.7931  -1.03
C 1.1747 0.5074 -2.8097  1.05
H 2.8742 -1.7780 -12.9986  0.25
H 3.7432 -1.3432 -11.5096  0.35
H 2.4858 -0.2589 -12.1637  0.35
H 2.8467 -0.0157 -9.8516  0.42
H 2.2883 0.3622 -7.4875  0.46
H -0.4432 -2.9332 -7.5932  0.25
H 0.1197 -3.3135 -9.9550  0.43
H -0.9535 -2.3325 -5.5515  0.20
H -2.2009 -3.0478 -3.4514  0.46
H -3.2463 -3.4290 -1.2411  0.51
H -2.5883 -1.9559 0.6729  -0.09
H 2.0993 2.1701 0.4699  0.48
H 3.4826 2.6239 -1.5378  0.58
H 2.8152 1.5450 -3.7127  0.60
C -0.0383 -1.4142 4.7302  -1.21
C 0.5077 -2.2705 3.6209  1.07
C 0.3318 -3.6450 3.6225  -1.07
C 0.8585 -4.4316 2.6083  -1.07
C 1.5765 -3.8405 1.5853  -1.11
C 1.7905 -2.4652 1.5506  1.59
C 2.5919 -1.8690 0.4227  -1.43
C 1.2475 -1.6878 2.5787  -0.93
N 1.2975 -0.2699 2.5687  1.04
C 2.3161 0.4390 2.8492  0.78
C 3.6473 -0.1374 3.2124  -2.21
C 2.1047 1.9269 2.9379  0.75
C 3.2556 2.7486 3.4316  -2.45
N 0.9681 2.4146 2.5947  1.68
C 0.6489 3.7548 2.9463  -0.95
C 0.6497 4.1048 4.3109  1.51
C 0.8847 3.1093 5.4205  -1.83
C 0.3228 5.4070 4.6707  -0.71
C -0.0082 6.3537 3.7210  -1.04
C -0.0477 5.9896 2.3851  -0.87
C 0.2670 4.7008 1.9761  0.84
C 0.2488 4.3927 0.5063  -1.02
H -0.6517 -2.0069 5.4064  0.48
H -0.6408 -0.5964 4.3248  0.11
H 0.7692 -0.9672 5.3153  0.36
H -0.2214 -4.1083 4.4307  0.53
H 0.7157 -5.5038 2.6211  0.48
H 1.9872 -4.4516 0.7904  0.55
H 2.3000 -2.3119 -0.5300  0.49
H 3.6564 -2.0725 0.5589  0.47
H 2.4542 -0.7934 0.3584  -0.09
H 3.5954 -1.2234 3.2275  0.46
H 3.9664 0.2152 4.1940  0.47
H 4.4107 0.1664 2.4931  0.40
H 4.1604 2.4778 2.8858  0.60
H 3.4490 2.5601 4.4895  0.36
H 3.0653 3.8105 3.3024  0.47
H 0.8180 2.0744 5.0864  0.18
H 0.1324 3.2590 6.1957  0.57
H 1.8567 3.2626 5.8942  0.34
H 0.3216 5.6717 5.7214  0.52
H -0.2537 7.3638 4.0206  0.45
H -0.3212 6.7215 1.6355  0.47
H -0.3629 5.1238 -0.0181  0.58
H -0.1746 3.4109 0.3137  -0.10
H 1.2545 4.4351 0.0856  0.27
S -3.1299 3.9840 3.5936  -0.05
Sb -4.3508 2.2377 2.2294  0.67
S -2.8875 2.2382 0.4410  -0.52
S -2.6584 2.1080 4.1190  0.17
C -3.8629 -3.8219 2.9408  -0.45
O -4.3054 -2.6244 3.5778  -0.29
P -3.6975 -1.1488 3.3078  0.73
O -4.6342 -0.3853 4.3909  -0.30
C -4.5375 -0.6616 5.7959  -0.77
O -4.5020 -0.6320 1.9668  -0.30
C -5.8996 -0.9486 1.7714  -0.83
H -4.4683 -4.6263 3.3503  0.30
H -2.8094 -4.0220 3.1469  0.16
H -4.0243 -3.7798 1.8609  0.21
H -3.6690 -0.1568 6.2244  0.26
H -4.4757 -1.7340 5.9772  0.30
H -5.4423 -0.2780 6.2584  0.27
H -6.0389 -1.1820 0.7187  0.23
H -6.5208 -0.0935 2.0406  0.26
H -6.1968 -1.7961 2.3835  0.34

=====

Entry 4:
The following is a quantum chemistry calculation of a structure of composition C43H48BiN4O4P2S in a non-equilibrium geometry, from the Open Molecules 2025 dataset.

Its spin multiplicity is 1. The calculation puts the HOMO-LUMO gap at 0.284 Ha. The max |F| is 1.030 eV/Å. The value obtained for the LUMO energy is -2.210 eV. As for the charge: +1. The value obtained for the HOMO energy is -9.9 eV.

Each line ends with the Mulliken charge.
CARTESIAN COORDINATES (ANGSTROEM)
Bi 0.0996 0.1083 0.2762  3.79
C 5.2158 0.6320 1.0307  -0.64
O 4.4199 1.8211 1.2283  -0.57
C 3.1405 1.7065 0.9093  0.22
O 2.6246 0.6993 0.4436  -0.50
N 2.4536 2.8391 1.1700  -0.31
N 1.1012 2.8593 0.8453  -0.33
H 6.2403 0.9433 1.1992  0.29
H 5.0868 0.2535 0.0200  0.18
H 4.9260 -0.1335 1.7483  0.28
H 2.9460 3.6591 1.4791  0.22
H 0.9461 3.3554 -0.0258  0.22
H 0.5763 3.2955 1.5909  0.32
N -0.8794 0.3547 -3.1380  0.17
P 0.5489 -0.5935 -2.7983  0.33
C 0.8006 -1.3674 -4.4267  0.14
C 0.6998 -2.7541 -4.5316  -0.55
C 0.8522 -3.3769 -5.7661  -0.57
C 1.1054 -2.6133 -6.8960  -0.54
C 1.2077 -1.2282 -6.7971  -0.67
C 1.0589 -0.6052 -5.5674  -0.46
C 1.8498 0.7060 -2.8101  0.21
C 1.5727 2.0702 -2.8668  -0.18
C 2.6129 2.9984 -2.8198  -0.56
C 3.9290 2.5672 -2.7194  -0.55
C 4.2100 1.2035 -2.6621  -0.64
C 3.1763 0.2813 -2.6955  -0.72
P -2.0629 0.6938 -1.9123  0.42
C -3.6028 0.3615 -2.8156  0.48
C -3.7380 0.5098 -4.1968  -0.48
C -4.9586 0.2695 -4.8115  -0.98
C -6.0546 -0.1318 -4.0565  -0.59
C -5.9211 -0.3104 -2.6867  -0.66
C -4.7002 -0.0672 -2.0704  -0.47
C -2.0200 2.5339 -1.8397  0.72
C -1.8601 3.1330 -0.5936  -0.18
C -1.7519 4.5179 -0.4754  -0.98
C -1.8017 5.3132 -1.6090  -0.58
C -1.9751 4.7254 -2.8618  -0.79
C -2.0870 3.3486 -2.9731  -0.65
H -1.2983 0.0262 -3.9985  0.23
H 0.5040 -3.3468 -3.6440  0.36
H 0.7770 -4.4553 -5.8421  0.43
H 1.2312 -3.0963 -7.8578  0.39
H 1.4143 -0.6346 -7.6797  0.41
H 1.1513 0.4733 -5.4903  0.38
H 0.5449 2.4066 -2.9603  0.41
H 2.3929 4.0593 -2.8801  0.47
H 4.7379 3.2885 -2.7027  0.41
H 5.2383 0.8666 -2.5916  0.50
H 3.3970 -0.7820 -2.6356  0.38
H -2.9021 0.8141 -4.8175  0.32
H -5.0533 0.3979 -5.8835  0.41
H -7.0093 -0.3064 -4.5384  0.39
H -6.7649 -0.6477 -2.0965  0.45
H -4.5997 -0.2163 -1.0007  0.15
H -1.8499 2.5232 0.3105  0.33
H -1.6484 4.9746 0.5036  0.48
H -1.7176 6.3896 -1.5227  0.42
H -2.0296 5.3467 -3.7485  0.45
H -2.2121 2.9042 -3.9551  0.27
O -1.2799 -1.6710 -0.1592  0.28
N -1.0086 -2.8969 0.2981  0.01
C -1.9956 -3.8118 0.1591  -0.46
C -1.8193 -5.0946 0.5898  -0.85
C -0.6118 -5.4391 1.1989  -0.36
C 0.3757 -4.4929 1.3303  -0.87
C 0.1894 -3.1948 0.8469  0.61
S 1.4377 -2.0007 0.9243  -0.56
H -2.8937 -3.4346 -0.3076  0.55
H -2.6166 -5.8130 0.4559  0.45
H -0.4576 -6.4413 1.5800  0.43
H 1.3213 -4.7185 1.8080  0.48
C -3.5167 0.8397 1.5675  -1.01
C -3.7582 -0.4237 2.3844  0.40
C -4.5380 -0.0295 3.6493  -1.64
C -2.5404 -1.2387 2.8227  0.31
C -2.8106 -2.5062 3.3410  -0.20
C -1.8528 -3.2329 4.0276  -1.41
C -0.6339 -2.6284 4.2985  -0.73
C -0.3048 -1.3744 3.7857  0.67
C 0.9144 -0.6976 4.4302  0.41
C 0.4455 -0.1112 5.7765  -1.59
C 1.6667 0.3939 3.6765  -1.01
C -1.2254 -0.7518 2.9170  0.70
O -0.8418 0.3432 2.1761  -1.20
H -4.4738 1.2355 1.2156  0.58
H -2.8889 0.6441 0.7029  -0.61
H -3.0349 1.6123 2.1721  0.56
H -4.3989 -1.0966 1.8036  0.42
H -3.9096 0.5940 4.2917  0.37
H -4.8459 -0.9034 4.2267  0.40
H -5.4350 0.5404 3.3864  0.44
H -3.8146 -2.9073 3.2267  0.51
H -2.0785 -4.2201 4.4136  0.45
H 0.0846 -3.1271 4.9451  0.47
H 1.6254 -1.4985 4.6438  0.47
H -0.3173 0.6549 5.6026  0.33
H 1.2811 0.3491 6.3130  0.47
H 0.0065 -0.8796 6.4159  0.39
H 1.0161 1.2364 3.4367  0.16
H 2.1094 0.0148 2.7566  -0.23
H 2.4819 0.7600 4.3081  0.53